1.
C28H60N2OPS | wB97M-V/def2-TZVPD

Positions of all 93 atoms, in Å:
C1 -6.876 -3.120 -0.427
C2 -7.699 -2.006 0.221
C3 -7.064 -0.607 0.124
C4 -7.768 0.359 -0.833
C5 -7.954 -0.124 -2.271
C6 -6.667 -0.326 -3.078
C7 -5.633 0.788 -2.924
C8 -4.482 0.679 -3.940
C9 -4.459 1.831 -4.942
C10 -3.374 1.710 -6.023
C11 -2.157 2.625 -5.832
C12 -1.502 2.581 -4.447
C13 -0.802 3.883 -4.072
C14 -0.079 3.812 -2.723
C15 1.364 3.312 -2.821
C16 2.152 3.490 -1.522
C17 1.815 2.436 -0.451
C18 2.999 1.533 -0.119
C19 2.667 0.465 0.933
C20 3.856 0.130 1.851
C21 3.948 -1.310 2.361
P1 2.382 -1.733 3.288
S1 1.826 -0.488 4.630
N1 4.016 -2.206 1.126
C22 4.323 -3.679 1.304
C23 5.101 -4.052 2.595
N2 5.314 -2.998 3.567
C24 5.259 -1.623 3.131
C25 5.548 -0.689 4.302
C26 6.915 -0.947 4.955
C27 6.849 -1.811 6.202
O1 5.951 -1.203 7.102
C28 5.834 -1.892 8.332
H1 -7.490 -3.989 -0.665
H2 -6.410 -2.782 -1.354
H3 -6.074 -3.453 0.235
H4 -7.850 -2.252 1.274
H5 -8.699 -1.986 -0.219
H6 -6.007 -0.704 -0.150
H7 -7.071 -0.140 1.111
H8 -7.211 1.300 -0.849
H9 -8.751 0.600 -0.418
H10 -8.524 -1.058 -2.266
H11 -8.580 0.603 -2.795
H12 -6.203 -1.284 -2.824
H13 -6.931 -0.399 -4.138
H14 -5.235 0.785 -1.906
H15 -6.132 1.755 -3.049
H16 -3.521 0.623 -3.421
H17 -4.570 -0.260 -4.497
H18 -5.444 1.893 -5.414
H19 -4.334 2.775 -4.400
H20 -3.810 1.938 -6.998
H21 -3.034 0.671 -6.087
H22 -1.407 2.360 -6.582
H23 -2.450 3.655 -6.058
H24 -0.775 1.760 -4.420
H25 -2.244 2.349 -3.680
H26 -1.537 4.693 -4.061
H27 -0.080 4.142 -4.855
H28 -0.647 3.143 -2.066
H29 -0.080 4.791 -2.237
H30 1.868 3.824 -3.644
H31 1.361 2.246 -3.082
H32 3.223 3.459 -1.743
H33 1.958 4.488 -1.123
H34 1.465 2.909 0.470
H35 0.982 1.817 -0.804
H36 3.830 2.152 0.232
H37 3.343 1.056 -1.043
H38 2.280 -0.425 0.419
H39 1.834 0.809 1.551
H40 4.803 0.359 1.341
H41 3.819 0.769 2.730
H42 2.600 -3.067 3.675
H43 1.529 -1.956 2.182
H44 3.137 -2.109 0.614
H45 4.728 -1.790 0.521
H46 4.913 -3.951 0.432
H47 3.375 -4.206 1.232
H48 4.556 -4.860 3.081
H49 6.059 -4.472 2.281
H50 4.802 -3.141 4.425
H51 6.065 -1.483 2.387
H52 4.762 -0.782 5.055
H53 5.508 0.338 3.945
H54 7.600 -1.416 4.243
H55 7.354 0.011 5.238
H56 7.849 -1.896 6.645
H57 6.514 -2.831 5.968
H58 4.904 -1.574 8.799
H59 6.670 -1.653 8.994
H60 5.804 -2.975 8.177

Values from the calculation:
Orbital gap: 8.72 eV
HOMO level: -11.880 eV
F_max: 0.204 eV/A
Energy: -55154.601 eV
Net charge: +1

2.
C9H18CuNO11 | wB97M-V/def2-TZVPD

Positions of all 40 atoms, in Å:
Cu1 -16.782 24.823 3.813
O1 -18.006 21.538 6.642
C1 -17.128 22.633 6.647
O2 -16.880 23.031 7.829
O3 -16.683 23.072 5.591
H1 -18.138 21.509 7.602
O4 -18.089 26.748 3.496
C2 -18.293 27.476 4.659
O5 -19.288 28.277 4.645
O6 -17.533 27.416 5.631
H2 -18.804 27.227 3.035
O7 -12.633 25.842 4.017
C3 -14.003 25.586 4.042
O8 -14.567 25.517 5.134
O9 -14.576 25.517 2.918
H3 -12.608 26.109 3.084
C4 -16.818 19.908 0.305
O10 -16.802 21.214 -0.216
C5 -15.671 21.967 0.167
C6 -15.749 22.553 1.592
N1 -16.598 23.734 1.673
C7 -17.866 23.812 0.954
C8 -18.923 22.958 1.630
O11 -19.037 23.532 2.898
C9 -19.554 22.759 3.948
H4 -17.653 19.300 -0.048
H5 -17.069 19.861 1.373
H6 -15.857 19.404 0.178
H7 -15.788 22.769 -0.570
H8 -14.721 21.468 -0.064
H9 -14.808 22.887 2.027
H10 -16.195 21.771 2.215
H11 -15.946 24.466 1.406
H12 -17.821 23.704 -0.137
H13 -18.167 24.858 1.055
H14 -18.628 21.901 1.640
H15 -19.924 22.981 1.178
H16 -19.280 23.146 4.924
H17 -19.186 21.731 3.868
H18 -20.649 22.705 3.870

Values from the calculation:
Orbital gap: 5.93 eV
HOMO level: -1.658 eV
Relative energy (zero: lowest compared OMol25 entry of this formula, charge and spin): 17.3 kcal/mol
F_max: 4.624 eV/A
Energy: -78277.929 eV
Net charge: -2

3.
C36H33CeCl2N4O3PS2 | wB97M-V/def2-TZVPD

Positions of all 82 atoms, in Å:
Ce1 12.834 -13.726 10.299
S1 10.226 -12.421 9.975
C1 9.081 -13.748 10.061
N1 7.861 -13.604 9.523
N2 6.949 -14.588 9.811
C2 7.246 -15.985 9.916
C3 6.805 -16.640 11.056
C4 7.059 -18.000 11.183
C5 7.819 -18.628 10.228
C6 8.346 -17.918 9.180
C7 8.040 -16.625 8.998
N3 9.306 -14.940 10.770
N4 10.510 -15.315 10.863
C8 10.573 -16.471 11.722
C9 11.486 -17.472 11.394
C10 11.491 -18.727 12.164
C11 10.687 -18.843 13.271
C12 9.836 -17.746 13.627
C13 9.758 -16.630 12.812
H1 6.128 -14.446 9.239
H2 6.352 -16.023 11.853
H3 6.767 -18.503 12.151
H4 8.189 -19.618 10.429
H5 9.053 -18.390 8.502
H6 8.454 -16.057 8.215
H7 12.165 -17.278 10.548
H8 12.241 -19.438 11.863
H9 10.617 -19.712 13.901
H10 9.261 -17.848 14.545
H11 9.236 -15.670 13.199
Cl1 15.701 -14.326 11.000
C14 15.193 -15.789 11.880
C15 15.814 -16.965 11.521
C16 15.649 -18.096 12.290
C17 14.758 -18.080 13.360
C18 14.133 -16.879 13.629
Cl2 13.047 -17.043 14.974
C19 14.178 -15.718 12.862
S2 13.140 -14.385 13.086
H12 16.595 -16.905 10.708
H13 16.134 -19.030 12.164
H14 14.553 -18.903 14.062
O1 13.909 -17.651 8.280
C20 13.310 -16.574 8.365
O2 13.468 -15.657 9.285
C21 12.195 -16.365 7.382
P1 12.204 -14.613 6.813
C22 10.605 -14.665 5.847
C23 9.535 -14.017 6.422
C24 8.253 -14.137 5.818
C25 8.026 -14.937 4.683
C26 9.187 -15.604 4.147
C27 10.432 -15.441 4.755
C28 13.489 -14.807 5.535
C29 13.644 -13.813 4.536
C30 14.498 -13.845 3.474
C31 15.342 -14.938 3.403
C32 15.316 -15.879 4.379
C33 14.382 -15.850 5.422
H15 11.274 -16.525 7.987
H16 12.207 -17.088 6.539
H17 9.653 -13.404 7.327
H18 7.426 -13.588 6.248
H19 7.014 -15.040 4.306
H20 9.077 -16.211 3.276
H21 11.352 -15.828 4.281
H22 12.993 -12.927 4.570
H23 14.469 -13.131 2.724
H24 15.910 -15.163 2.502
H25 15.924 -16.737 4.383
H26 14.410 -16.782 6.097
C34 15.300 -11.897 7.392
C35 15.230 -11.670 8.985
C36 15.410 -10.187 9.359
O3 14.074 -12.255 9.498
H27 16.081 -11.328 6.890
H28 14.362 -11.600 6.946
H29 15.469 -12.957 7.192
H30 16.116 -12.264 9.367
H31 14.931 -9.603 8.607
H32 16.509 -10.056 9.353
H33 15.001 -10.090 10.348

Values from the calculation:
Expectation value of S²: 0.75
Orbital gap (spin up / spin down): 6.64 / 6.67 eV
HOMO level (spin up / spin down): -4.819 / -4.840 eV
Relative energy (zero: lowest compared OMol25 entry of this formula, charge and spin): 27.1 kcal/mol
F_max: 3.556 eV/A
Multiplicity: 2
Energy: -118906.829 eV
Net charge: -1